Entry 1:
{
  "formula": "C18H21N3O4S3",
  "method": "the ωB97M-V functional and the def2-TZVPD basis",
  "e_above_lowest_kcal_mol": 407.3,
  "charge": 0,
  "homo_lumo_gap_ev": 7.7,
  "e_homo_ev": -8.00,
  "total_energy_ev": -64155.43385,
  "species": ["S", "S", "S", "O", "O", "O", "O", "N", "N", "N", "C", "C", "C", "C", "C", "C", "C", "C", "C", "C", "C", "C", "C", "C", "C", "C", "C", "C", "H", "H", "H", "H", "H", "H", "H", "H", "H", "H", "H", "H", "H", "H", "H", "H", "H", "H", "H", "H", "H"],
  "xyz": [[1.19, -2.70, 0.88], [-4.63, -2.62, -0.30], [-3.40, -0.14, -1.71], [-2.44, -1.13, -1.57], [6.19, -1.56, -0.88], [-3.25, -0.80, 1.45], [-4.07, 0.28, -2.96], [-3.06, 1.00, -0.62], [0.76, -0.05, 0.18], [-0.99, -1.21, 1.20], [-6.99, -1.37, 0.30], [-2.53, 2.44, 1.94], [4.30, 0.16, -0.94], [0.30, -1.38, 0.62], [4.84, -1.21, -0.63], [-0.95, 3.14, -0.07], [2.55, -1.80, 0.25], [-2.09, -0.48, 0.78], [-4.98, -0.93, -0.65], [-6.10, -0.38, -0.48], [-1.81, 0.62, 0.14], [3.92, -2.29, -0.23], [7.21, -0.80, -1.30], [2.07, -0.52, 0.12], [-6.32, -2.45, 0.08], [7.68, 0.07, -0.09], [-1.46, 1.95, 0.85], [3.04, 0.54, -0.69], [-3.02, 1.41, 2.39], [-1.78, 3.43, -0.32], [-0.50, 1.55, 1.73], [8.08, -0.67, 0.66], [-0.12, 2.89, -0.46], [-3.76, 1.37, -0.08], [-1.02, 0.70, -0.67], [-7.90, -1.04, 0.40], [-2.13, 3.28, 2.72], [6.89, 0.82, 0.13], [6.60, -0.10, -2.20], [-1.41, -2.10, 1.84], [2.68, 1.73, -0.74], [5.07, 0.82, -1.26], [8.58, 0.53, -0.52], [7.98, -1.53, -1.69], [-0.85, 4.12, 0.81], [4.18, -3.26, 0.13], [-6.45, 0.47, -0.69], [-3.37, 2.86, 1.38], [-6.72, -3.68, 0.78]],
  "mulliken_charge": [-0.3348, 0.0130, 1.1023, -0.4993, -0.4009, -0.6967, -0.7369, -0.2829, -0.0584, -0.0067, -0.8443, -1.1352, -0.0298, 0.3832, 0.6499, -1.9693, 0.6155, -0.1984, -0.0062, -0.4303, -0.1796, -0.7964, -0.3652, -0.3939, -0.2109, -0.8941, 0.5223, -0.7609, 0.2498, 0.7834, 0.2565, 0.2569, 0.5162, 0.3364, 0.7545, 0.5205, 0.3233, 0.3301, 0.2545, 0.4252, 0.1543, 0.3362, 0.3375, 0.2604, 0.2342, 0.3556, 0.7891, 0.3730, 0.0976]
}

Entry 2:
{
  "formula": "C18H21N3O7S",
  "method": "the ωB97M-V functional and the def2-TZVPD basis",
  "e_above_lowest_kcal_mol": 0.0,
  "charge": 0,
  "homo_lumo_gap_ev": 8.8,
  "e_homo_ev": -8.51,
  "total_energy_ev": -48644.17249,
  "species": ["S", "O", "O", "O", "O", "O", "O", "O", "N", "N", "N", "C", "C", "C", "C", "C", "C", "C", "C", "C", "C", "C", "C", "C", "C", "C", "C", "C", "C", "H", "H", "H", "H", "H", "H", "H", "H", "H", "H", "H", "H", "H", "H", "H", "H", "H", "H", "H", "H", "H"],
  "xyz": [[2.92, 2.36, 0.42], [1.72, 2.57, 1.17], [3.99, 3.29, 0.59], [-5.85, 1.24, 1.58], [0.59, -0.32, -2.12], [-5.95, -0.37, 0.02], [6.79, -0.83, 0.16], [1.36, -0.12, 0.85], [-0.04, 1.61, -1.04], [2.08, 1.35, -1.90], [2.48, 2.50, -1.24], [2.67, -0.40, 0.69], [3.23, -1.67, 0.67], [-3.18, 1.83, 0.81], [5.45, -0.76, 0.34], [0.44, -1.19, 0.99], [-1.34, 1.32, -0.64], [4.59, -1.85, 0.49], [0.82, 0.79, -1.69], [-1.89, 2.07, 0.40], [-5.33, 0.62, 0.69], [7.40, -2.09, 0.15], [-7.82, -1.78, -0.42], [-3.95, 0.84, 0.21], [-3.39, 0.09, -0.83], [-2.10, 0.32, -1.25], [-7.29, -0.64, 0.42], [3.53, 0.69, 0.53], [4.89, 0.52, 0.35], [-7.21, -2.66, -0.28], [2.61, -2.54, 0.77], [-8.85, -2.00, -0.14], [0.39, -1.78, 0.07], [-1.29, 2.83, 0.87], [-7.30, -0.89, 1.49], [7.03, -2.72, -0.67], [0.70, -1.83, 1.84], [-7.89, 0.27, 0.29], [2.79, 0.65, -2.12], [8.47, -1.90, 0.01], [-1.67, -0.26, -2.05], [5.51, 1.39, 0.24], [-0.52, -0.72, 1.17], [-3.62, 2.41, 1.62], [-7.80, -1.50, -1.48], [-3.98, -0.68, -1.30], [7.26, -2.62, 1.10], [3.17, 3.02, -1.76], [4.98, -2.85, 0.48], [0.40, 2.39, -0.55]],
  "mulliken_charge": [1.3690, -0.6195, -0.7429, -0.6335, -0.6584, -0.2567, -0.4369, -0.2086, 0.0037, -0.1172, -0.5154, 0.6985, -1.0522, -1.2443, 0.4968, -1.0861, 0.7195, -0.5730, 0.2869, -0.1744, 0.5680, -0.8641, -1.2315, 0.2619, -0.7519, -0.3839, -0.2113, 0.1509, -0.5120, 0.3079, 0.4484, 0.4019, 0.4352, 0.4543, 0.3105, 0.3461, 0.4439, 0.3103, 0.3305, 0.2434, 0.4656, 0.5543, 0.1720, 0.4407, 0.3090, 0.4649, 0.3504, 0.3599, 0.4028, 0.1668]
}

Entry 3:
{
  "formula": "C18H21N5O",
  "method": "the ωB97M-V functional and the def2-TZVPD basis",
  "e_above_lowest_kcal_mol": 0.0,
  "charge": 0,
  "homo_lumo_gap_ev": 9.3,
  "e_homo_ev": -8.84,
  "total_energy_ev": -28505.94280,
  "species": ["O", "N", "N", "N", "N", "N", "C", "C", "C", "C", "C", "C", "C", "C", "C", "C", "C", "C", "C", "C", "C", "C", "C", "C", "H", "H", "H", "H", "H", "H", "H", "H", "H", "H", "H", "H", "H", "H", "H", "H", "H", "H", "H", "H", "H"],
  "xyz": [[0.28, 1.45, -0.74], [-0.23, -0.74, -0.72], [-2.28, 2.33, 2.25], [-0.34, 3.68, 2.37], [-2.29, 4.72, 2.38], [-0.06, 4.98, 2.46], [1.97, -3.83, -2.64], [0.10, -2.39, -3.11], [-2.19, -0.04, 2.13], [1.20, -4.95, -2.91], [1.42, -2.56, -2.74], [1.95, 2.97, 2.36], [-0.67, -3.52, -3.38], [0.48, 0.34, -0.32], [-1.17, -0.68, -1.82], [-0.13, -4.79, -3.28], [-0.06, 1.38, 2.25], [0.50, 2.64, 2.33], [0.81, 0.16, 2.16], [-1.73, 3.52, 2.32], [-1.25, 5.55, 2.46], [-0.51, -1.02, -3.16], [1.49, 0.04, 0.78], [-1.48, 1.28, 2.21], [2.09, 3.92, 2.87], [0.26, -0.27, -3.37], [0.09, -1.67, -0.46], [2.53, 2.19, 2.85], [-3.26, 0.15, 2.10], [2.32, 3.08, 1.34], [1.58, 0.19, 2.93], [2.04, -1.70, -2.54], [-1.90, -0.57, 1.23], [-0.74, -5.65, -3.50], [-1.37, 6.61, 2.53], [2.28, 0.79, 0.70], [3.01, -3.95, -2.35], [1.92, -0.95, 0.66], [1.62, -5.93, -2.84], [-1.99, -1.37, -1.61], [-1.71, -3.40, -3.67], [0.20, -0.73, 2.33], [-1.27, -0.96, -3.94], [-1.96, -0.65, 3.00], [-1.55, 0.35, -1.84]],
  "mulliken_charge": [-0.6751, -0.0643, -0.6995, 0.7774, -0.7362, -1.5060, -0.6878, 0.3701, -1.2170, -0.4285, -0.1737, -1.6866, -0.3118, 0.3875, -0.8644, -0.5490, 0.3038, 1.0831, -1.7971, 0.4039, -0.2428, -1.0474, -0.6941, 1.7752, 0.4909, 0.3551, 0.3533, 0.3830, 0.3876, 0.2921, 0.4233, 0.4153, 0.2410, 0.3787, 0.4466, 0.4054, 0.3830, 0.4750, 0.3788, 0.5070, 0.3894, 0.3615, 0.4682, 0.3581, 0.3870]
}

Entry 4:
{
  "formula": "C18H21NO2",
  "method": "the ωB97M-V functional and the def2-TZVPD basis",
  "e_above_lowest_kcal_mol": 49.5,
  "charge": 0,
  "homo_lumo_gap_ev": 8.4,
  "e_homo_ev": -7.59,
  "total_energy_ev": -24590.49156,
  "species": ["O", "O", "N", "C", "C", "C", "C", "C", "C", "C", "C", "C", "C", "C", "C", "C", "C", "C", "C", "C", "C", "H", "H", "H", "H", "H", "H", "H", "H", "H", "H", "H", "H", "H", "H", "H", "H", "H", "H", "H", "H", "H"],
  "xyz": [[-0.96, 0.07, 1.02], [-0.80, 2.37, 2.65], [0.96, -0.84, -1.19], [0.54, 3.60, -0.55], [-0.36, 2.43, 1.35], [-0.18, -0.01, -1.55], [0.41, 2.46, -1.32], [0.85, -4.06, 1.47], [-0.22, -3.81, 0.63], [1.97, -2.14, 0.55], [-0.67, 3.52, 3.46], [-0.21, -2.74, -0.25], [-0.47, 1.26, 0.58], [1.95, -3.22, 1.41], [-0.82, -0.31, 2.37], [-0.23, 0.17, -3.08], [-1.62, -1.34, -4.49], [0.16, 3.58, 0.78], [-0.56, -1.13, -3.73], [-0.09, 1.30, -0.77], [0.89, -1.88, -0.29], [2.84, -1.49, 0.51], [0.26, 4.49, 1.36], [-1.09, -0.52, -1.23], [1.82, -0.30, -1.11], [-0.98, -1.39, 2.38], [-1.05, -2.58, -0.90], [2.80, -3.40, 2.05], [0.75, 0.51, -3.43], [0.71, 2.49, -2.36], [-1.56, 0.17, 3.00], [-1.06, 3.23, 4.43], [0.83, -4.89, 2.15], [0.14, -1.94, -3.52], [0.18, -0.09, 2.75], [-2.32, -0.56, -4.71], [-0.98, 0.92, -3.33], [0.94, 4.51, -0.98], [-1.27, 4.35, 3.07], [-1.82, -2.30, -4.93], [-1.09, -4.46, 0.65], [0.37, 3.83, 3.57]],
  "mulliken_charge": [-0.4346, -0.3514, -0.1171, -1.1833, 1.1072, 0.6596, -0.5407, -0.5114, -0.7421, -0.5377, -0.9995, -0.0717, -0.1122, -0.6458, -0.8705, -1.1848, -0.8391, -0.4087, -0.1218, -0.0640, 0.6132, 0.3098, 0.4140, 0.6555, 0.3347, 0.2787, 0.3739, 0.3878, 0.2984, 0.3357, 0.2922, 0.2466, 0.3967, 0.2947, 0.3327, 0.2661, 0.3638, 0.3724, 0.3750, 0.2853, 0.3577, 0.3846]
}

no.,largest force on an atom (eV Å⁻¹),molar mass (g/mol)
1,13.41,439.6
2,0.77,423.4
3,1.39,323.4
4,0.72,283.4